Molecular formula: C5H5ClN2S
Method: DFT, wB97M-V/def2-TZVPD

Geometry as XYZ:
```
14
C5H5ClN2S | the Open Molecules 2025 dataset | wB97M-V/def2-TZVPD
C 1.3668 1.2917 0.1333
C -0.0642 -2.5894 1.2463
C -0.8958 0.8711 0.6731
C -0.3513 0.9567 -1.7786
C 0.0551 0.9836 -0.2964
N 2.4000 1.3802 0.5917
N 0.9636 -3.0284 1.7284
S -1.2997 -2.3220 0.3398
Cl -0.6173 2.6608 -2.3522
H -1.8265 0.7811 0.3007
H 1.8081 -2.5151 2.0678
H -0.7618 0.6925 1.7098
H 0.4734 0.4595 -2.4477
H -1.2505 0.3776 -1.9161
```

* total charge: 0
* HOMO energy (spin up / spin down): -6.040 / -9.921 eV
* multiplicity: 3
* frontier orbital gap (spin up / spin down): 0.2201 / 0.2316 Eh

Molecular formula: C5H5ClO2
Method: DFT, wB97M-V/def2-TZVPD

Geometry as XYZ:
```
13
C5H5ClO2 | the Open Molecules 2025 dataset | wB97M-V/def2-TZVPD
C 0.0767 1.2083 -0.7341
C -1.0394 0.7057 -0.1190
C 1.2643 0.3812 -0.5655
C -0.9045 -0.4619 0.6843
C 0.8293 -0.9795 -0.2154
O 2.3949 0.7137 -0.3642
O -0.5169 -0.2707 2.0112
Cl 0.1935 -1.8945 -1.5876
H -0.1002 1.9064 -1.4793
H -2.0480 0.9341 -0.3655
H -1.6227 -1.3183 0.5241
H 1.5969 -1.6146 0.2416
H -0.1240 0.6900 1.9694
```

* total charge: 0
* HOMO energy: -8.985 eV
* frontier orbital gap: 0.3168 Eh

Molecular formula: C5H5ClOS
Method: DFT, wB97M-V/def2-TZVPD

Geometry as XYZ:
```
13
C5H5ClOS | the Open Molecules 2025 dataset | wB97M-V/def2-TZVPD
C -0.9086 0.2423 0.3755
C -2.2211 -0.1808 0.3222
C 1.5620 0.3909 -1.3660
C 0.2699 -0.5254 0.6361
C 1.5250 0.0202 0.0599
O 2.5065 0.7056 -2.0432
S -3.5674 0.8872 0.0726
Cl 2.8324 0.3915 1.1025
H -0.6540 1.2365 0.2073
H -2.5990 -1.0851 0.7672
H 0.5288 0.1611 -1.8287
H 0.4368 -0.7878 1.6081
H 0.2887 -1.4561 0.0866
```

* total charge: 0
* HOMO energy (spin up / spin down): -9.032 / -9.322 eV
* frontier orbital gap (spin up / spin down): 0.2502 / 0.2816 Eh

Molecular formula: C5H5F
Method: DFT, wB97M-V/def2-TZVPD

Geometry as XYZ:
```
11
C5H5F | the Open Molecules 2025 dataset | wB97M-V/def2-TZVPD
C -1.4975 -1.8151 0.8520
C -0.4016 -1.5151 0.4210
C 0.6905 -0.9964 -0.3697
F 1.6352 -1.8360 -0.8321
C 0.9475 0.3496 -0.3051
C 0.0402 1.5196 0.0067
H -2.6938 -1.7336 0.9680
H 1.9028 0.3649 -1.0126
H -1.2128 1.4168 -0.1060
H 0.3865 1.8942 1.0977
H 0.2029 2.3510 -0.7198
```

* total charge: 0
* structure (SMILES): C#C/C(F)=C\C
* HOMO energy: -9.044 eV
* frontier orbital gap: 0.3552 Eh

Molecular formula: C5H5F
Method: DFT, wB97M-V/def2-TZVPD

Geometry as XYZ:
```
11
C5H5F | the Open Molecules 2025 dataset | wB97M-V/def2-TZVPD
C -0.0633 0.7372 -1.0918
C 0.0712 -0.6330 1.6582
C 0.4145 -0.6808 -0.8481
C 1.4144 0.3814 -1.0193
C 0.0332 -1.2137 0.4408
F -0.7407 -2.3598 0.2920
H -0.2598 1.2423 -1.9900
H -0.4078 1.1922 -0.1232
H 0.6599 0.2488 1.8188
H -0.4438 -1.1858 2.4520
H 0.5281 -1.4086 -1.7676
```

* total charge: 0
* HOMO energy: -9.159 eV
* frontier orbital gap: 0.3087 Eh

Molecular formula: C5H5F
Method: DFT, wB97M-V/def2-TZVPD

Geometry as XYZ:
```
11
C5H5F | the Open Molecules 2025 dataset | wB97M-V/def2-TZVPD
C -1.6477 -1.0739 -1.5529
C -0.8020 -0.3345 -1.0592
C -0.0391 0.5333 -0.2674
C 0.0838 0.4290 1.2596
C 1.1783 0.0876 0.4024
F 1.6097 -1.1965 0.2400
H -2.1816 -1.6178 -2.3264
H -0.1283 1.6007 -0.6960
H -0.4439 -0.4530 1.6815
H 0.2692 1.2628 1.9385
H 2.1015 0.7622 0.3799
```

* total charge: 0
* structure (SMILES): C#C[C@H]1C[C@H]1F
* HOMO energy: -9.590 eV
* frontier orbital gap: 0.3887 Eh

E_tot / a.u.: -1161.19913, -804.08640, -1127.00312, -293.22118, -293.17450, -293.25869
Max |F| / hartree/bohr: 0.07054, 0.09987, 0.06023, 0.09224, 0.05925, 0.08597
Energy relative to the best compared isomer or geometry (same formula, charge and spin) / eV: 3.2016, 2.7432, 3.2183, 3.2887, 4.5590, 2.2679